# 1
246
Properties=species:S:1:pos:R:3 method="wB97M-V/def2-TZVPD" charge=+6 orbital_gap_ev=4.162 e_tot_ev=-204315.5341
C 2.3701 -4.6213 -0.4880
C 9.5282 2.5032 3.3111
H -10.6564 -4.3184 7.0049
C 1.0126 -5.1055 -2.3911
H 3.2707 -4.2430 -0.0260
C 4.4145 -1.6591 7.3606
F 0.3059 2.4523 -5.1249
F -2.4477 1.3260 1.6239
C -6.0617 0.7655 2.3277
F -0.9568 4.0069 -6.1990
C 3.0348 -0.8574 -9.1307
H -4.0380 -2.5891 -3.4044
C -7.8216 -1.1532 -1.3337
C 0.2843 -0.5132 7.7283
H -10.0099 -2.1702 6.9612
H 3.7922 -1.6321 -9.1021
C -2.7089 11.2877 1.5699
N -1.2747 3.4509 -1.2288
H -9.6384 -4.5184 3.5878
C -6.7352 -0.3087 2.8325
C 1.2668 -4.8800 0.3158
N 0.1045 -5.2916 -0.2054
H -1.2217 -0.5240 -6.6173
O 3.4704 -0.9850 1.9064
C -9.0266 -1.2089 5.3485
H -0.1907 -0.2323 8.6440
H -1.0326 -6.7428 0.6454
C -4.9649 -2.0100 -3.5693
H 4.8922 -0.3189 -2.4199
C -0.9430 2.0814 -1.6127
H -0.3561 -4.8726 5.2644
C -2.3034 3.7048 -0.3815
N -2.7307 -1.0606 -7.9920
H -5.9090 2.9235 0.6568
H -0.7710 -2.1462 -2.9710
H -2.2030 0.4669 6.3597
H -3.3713 5.0997 0.7129
H -5.8715 -2.0897 -7.4262
H -2.8614 -4.0636 -6.3402
C -0.0221 -5.3403 -1.5346
F -0.9797 2.1987 4.3464
C 9.1554 3.5492 4.1416
H 10.6267 0.6553 3.1458
C 3.8268 -0.4283 -2.6817
C 0.5131 -1.1082 0.0358
H -2.7853 -0.6238 -4.7122
H -0.7031 -1.1818 4.6895
H -1.7664 11.8022 1.4655
H -4.2607 7.2521 0.0714
C -8.4804 1.1634 3.6151
F -1.6084 1.2745 -4.5575
C -1.7351 -2.1476 -1.1134
H 9.5610 4.4184 6.0750
F -1.3240 1.8210 -6.8078
H 7.5318 2.9099 -2.3463
C 3.6759 -1.1488 6.2862
C 5.6683 -4.2184 -3.2346
H -1.1310 -3.7964 -6.7946
O -0.2552 -3.7229 -4.5217
C 2.4226 -0.8100 -7.7947
O -1.8804 -2.5571 4.3136
H 2.3851 -1.0119 -9.9746
H 3.1467 -0.9794 -0.7135
H 8.1145 4.2712 -0.6736
H -4.7252 1.2726 -3.5085
C 6.4980 -3.4281 -5.3966
H 7.1131 0.2730 0.0275
H -0.4355 10.0573 1.3583
C -2.8864 -1.9922 0.9920
H -2.0723 -4.7279 5.4148
N 7.6799 2.2288 -0.4132
H 1.8721 -1.4016 4.3701
C -1.2438 -3.5169 3.8947
H -5.5003 2.4897 -2.6265
H 3.7670 -0.6348 4.1468
H 5.9993 -1.0126 3.9068
Cl 7.0044 -1.1127 -2.2952
F -0.4981 0.8225 2.6768
H 2.2069 -0.4638 8.5785
O 3.1535 -1.0142 -6.7597
C 1.4468 -1.1163 5.3244
H -6.2466 -1.2820 2.8116
H -5.1754 0.6911 1.7030
H -2.6958 -2.0395 2.0550
C 3.0714 -3.7596 -4.0112
N -2.5347 9.9115 1.0369
C -7.9467 -0.1352 3.4476
H 2.4727 1.3646 1.7316
C 2.2351 -4.7380 -1.8791
H -1.8656 -1.6720 -9.8081
F -2.4446 0.6050 3.7854
H 4.4600 -0.1292 -5.7416
H -6.9714 -0.4131 -5.7704
H -8.7116 -0.6374 -1.6106
C -10.6423 -4.4877 5.9464
H -0.0958 6.5776 -1.6431
N 10.6084 2.6928 5.7860
H 8.0670 -2.6518 5.2114
C -2.2684 -0.7904 -6.7449
C -1.2587 9.4241 1.0295
H -7.9957 -2.1713 -0.9955
O -0.5553 -3.5149 2.8473
C -2.0943 7.3890 0.1032
H 9.2425 4.5253 1.5148
C 4.6580 -4.5709 -2.3845
H -8.5727 -2.6934 2.3188
C -1.8332 6.0387 -0.4530
C -4.8860 -1.6625 -7.2376
H 0.3721 4.1374 -2.2113
C 2.8605 -0.8192 -1.7592
C -1.0493 -5.6701 0.6832
H 6.0645 -2.9590 -6.2661
C 5.7526 -1.8572 7.1585
H -7.1861 -0.6135 -0.6488
C 7.1699 2.1016 -1.7359
N 6.3277 -1.6723 5.9775
H -4.2485 -1.7415 -9.2626
C 8.1469 3.4559 0.0344
H 3.4561 1.2441 0.2520
H -4.5548 9.5373 0.9379
C 7.7887 -1.8115 5.8213
H -0.8613 -5.2296 1.6606
H -9.4437 1.3155 4.0847
H -6.6301 4.0287 1.8117
C 1.6646 -0.5922 7.6533
N -9.8439 -3.3945 5.3063
N -1.6796 -1.9438 0.2240
C -9.4599 -3.5467 4.0166
H -0.8056 -0.6119 -8.7438
H 3.9844 -2.8939 -5.7745
H -5.0122 3.2948 2.1668
H 2.0555 -3.6291 -4.3947
H -3.1114 11.1773 2.5666
C -3.9592 -1.5133 -8.2458
H 6.0817 2.0514 -1.7169
C -0.4895 4.4406 -1.6287
H -3.4534 -2.8771 0.6627
C -0.6577 -1.9375 -1.9099
C -7.4252 -0.8176 -3.7088
H 5.4744 0.4488 -4.3872
O 1.2201 -0.5299 -7.7307
P -1.2934 2.6291 -5.4318
C -0.5871 -1.4432 0.8136
C -3.5808 9.1132 0.7782
H 8.1817 -0.9443 5.2660
N 5.3784 -3.6855 -4.4712
N -0.4533 -0.7329 6.6481
H -5.4305 -2.1441 -1.4917
C 3.4954 1.3082 1.3572
C -8.6764 -1.3031 3.9905
H -8.8007 -0.3494 5.9594
H -2.1636 -0.5365 7.7888
H 8.2456 0.4172 2.2956
C -5.7742 -1.8937 -2.4750
C -9.6584 -2.2478 5.9475
C -1.9364 -0.5197 6.7381
H -1.4062 -5.6549 4.0120
H -1.9475 -5.1938 0.3011
C -4.4024 -1.4269 -5.9243
N -6.6079 2.0082 2.4292
H 8.4356 4.2949 3.8443
O -5.5256 0.8579 -0.6486
H -10.2650 -5.4687 5.6983
C -1.8374 -4.3074 -6.1159
F -2.8616 2.9926 -5.5981
H -11.6245 -4.4570 5.5071
C 8.1936 1.2687 1.6561
H 4.8210 -5.0719 -1.4301
P -1.7342 1.8090 3.0006
C 4.1841 0.0378 1.7971
C -1.4659 -3.9004 -4.7103
C -4.6215 1.8638 -2.5890
H -2.6574 -2.4066 -1.5928
C 2.2166 -0.0390 -4.4020
H 1.2954 -4.7036 1.3731
H -8.3721 -0.2995 -3.7224
H 12.2536 2.3314 6.9966
C 4.1107 -3.3584 -4.7836
C 5.6108 -1.1987 4.9037
H 1.3840 -0.7136 0.5460
H -2.8665 2.8381 -0.0905
H 0.7857 -5.1209 -3.4511
C 0.0607 -1.0035 5.4537
C 0.4628 -1.3466 -1.3280
H -3.6679 2.4061 -2.6464
C -0.9928 8.1912 0.4962
C -0.7126 5.7646 -1.2640
C 4.4997 0.5158 -4.8610
H 8.2468 -1.8298 6.7895
H 6.7179 -4.3399 -2.9842
C 8.7952 3.5862 1.2214
C 1.2393 -0.4720 -3.5391
C -7.7719 2.2185 3.0680
H -0.6454 -1.2388 1.8731
H -1.7962 1.4423 -1.7679
H 0.2431 -0.4715 -3.9488
N -6.9345 -1.2327 -2.5334
H -2.2066 0.0587 -9.6718
C -4.5728 0.8578 -1.4800
C -6.6225 -0.8587 -4.8497
C 8.8434 2.4405 2.0284
H -3.4996 -1.1319 0.7292
H -2.3523 -1.3358 6.1610
C -8.8125 -2.5143 3.3568
C 3.3177 -4.3596 -2.7761
C 4.2756 -0.9918 5.0435
O 5.4572 0.0401 2.0187
C 1.5515 -0.9457 -2.2582
H 7.4237 1.1498 -2.1816
C 2.2312 -0.9563 6.4413
C -3.3854 7.8768 0.2773
C 9.7548 3.6458 5.3516
H -0.4510 1.6380 -0.7503
H 11.5527 0.9096 5.5132
O -2.3107 -3.7902 -3.8079
H -3.3242 11.7563 0.8066
H 4.0386 -1.8481 8.3546
F -0.9873 3.0291 2.2626
C 10.4147 1.5215 3.7707
H 6.3635 -2.2180 7.9832
H -8.1429 3.2256 3.0800
C -5.3728 -1.5004 -4.8152
H 0.0180 7.8360 0.4086
H -1.7030 -5.3787 -6.2559
H 4.0158 2.2465 1.5858
H 10.7858 2.6192 8.0308
C -1.7989 -0.8080 -9.1574
H -0.3769 2.0856 -2.5190
C 7.6175 1.1658 0.4111
H -1.0130 -5.6073 -1.8548
F -1.3637 3.4290 -3.9906
C 11.3066 2.8350 7.0970
C -1.2704 -4.7937 4.6798
H 1.9834 0.2809 -5.4105
C 10.9233 1.6283 5.0240
N 3.4593 -0.0110 -3.9233
F -2.9871 2.7863 3.3519
H 7.0841 -2.6243 -4.9605
H 11.5953 3.8926 7.0638
C -2.5903 4.9812 -0.0079
H 3.5803 0.0853 -9.2132
O -3.6213 0.0653 -1.4347
C -3.1442 -0.9512 -5.6810
H 7.0241 -4.3293 -5.6733
H 4.2187 1.5071 -5.1781
C -5.9985 3.1624 1.7147

# 2
67
Properties=species:S:1:pos:R:3 method="wB97M-V/def2-TZVPD" relative_energy_kcal_mol=0.0 charge=+1 smiles=CN(C)c1ccc(C2([N@H+]3CCC[C@@H]3Cc3ccccc3)c3ccccc3-c3ccccc32)cc1 orbital_gap_ev=7.717 e_tot_ev=-36694.2578
H -6.4186 -3.4819 -2.2999
C 3.0991 0.0496 2.5492
H -1.7545 2.9726 -0.5191
C 3.7989 -0.6536 1.5614
C 5.1153 1.3339 3.0130
C -5.6360 -3.1363 -1.6202
C -1.8381 -1.4572 -0.4329
H -0.5059 1.7000 2.6259
H -6.4516 -0.4422 -2.7960
C 5.7699 0.7056 1.9446
C -3.9426 -1.3455 -1.6939
C 1.6702 -0.3313 2.9056
C 0.1174 1.9112 -0.8205
H 1.2097 0.4894 3.4850
H 0.3596 -2.2933 -1.3896
H -1.1529 -2.0755 0.1431
C -0.9808 1.0264 1.8982
H -6.0839 -2.9417 -0.6357
H -4.2978 0.6048 -2.5992
C 0.6700 -0.7730 1.8050
H 5.6143 -0.8154 0.4091
H -1.6421 1.6218 1.2694
C -3.6218 -0.0006 -1.9970
H 5.6379 2.1025 3.5880
H 3.1036 3.3189 -1.6821
H -2.5551 -0.4630 2.0648
H 3.3087 -1.4846 1.0552
H -3.2002 -3.1085 -0.6354
C -0.1126 4.2959 -1.0102
H 1.7281 -1.1945 3.6003
H -6.6058 -2.0340 -3.5696
H 4.5788 -1.4595 -1.9772
H 1.1494 -1.4291 1.0772
C 3.7999 0.9847 3.3307
H -2.2165 1.5913 -1.8680
C 3.5722 -1.1021 -1.7514
H 3.3123 1.4448 4.1940
C 1.2124 -1.6084 -1.3743
N -5.0636 -1.9403 -2.2035
C 2.5239 -2.0291 -1.6559
H -0.7393 5.1871 -0.9611
C 1.4822 2.0245 -1.1651
C -1.6101 -0.1947 2.5560
C -5.8867 -1.2931 -3.2053
N 0.1593 0.4692 1.0538
C -0.6883 3.0367 -0.7554
C 1.2477 4.4111 -1.3247
H -1.8248 0.0373 3.6082
C -2.4303 0.5703 -1.5521
H 2.7078 -3.0912 -1.8260
H -0.9921 -2.1868 1.8811
C 2.0533 0.6817 -1.2884
H 4.1164 1.0198 -1.7502
H 0.9412 1.1216 1.1462
C 3.3364 0.2707 -1.6200
H 1.6774 5.3996 -1.5066
C 1.0378 -0.2686 -1.0536
H -5.2901 -0.9362 -4.0510
H -0.3620 -1.7571 3.4494
C 5.1114 -0.3024 1.2328
C -1.5175 -0.1280 -0.7486
H 6.7883 0.9876 1.6651
H -4.8885 -3.9320 -1.5117
C -3.0190 -2.0562 -0.8758
C -0.1457 0.4548 -0.4277
C -0.5900 -1.3480 2.4562
C 2.0542 3.2694 -1.4138

# 3
15
Properties=species:S:1:pos:R:3 method="wB97M-V/def2-TZVPD" relative_energy_kcal_mol=52.9 charge=+1 orbital_gap_ev=8.629 e_tot_ev=-12337.2819
N 0.7926 -1.2262 0.1355
H -1.9698 1.4877 0.1252
C 0.5540 -1.1010 1.3981
O -1.4561 0.6863 0.3034
N -0.4776 0.5930 -0.7707
H -0.1556 3.4401 -1.7489
C -0.0075 1.5693 -1.4928
C -0.0965 -0.7666 -0.9424
H 0.4312 -0.8672 -1.8919
O 1.4091 -1.5354 2.2574
O -0.5265 2.7552 -1.1752
H 1.1980 -1.3808 3.1931
H -0.9967 -1.3963 -0.9423
H -0.3734 -0.5984 1.6865
H 1.6747 -1.6595 -0.1351

# 4
34
Properties=species:S:1:pos:R:3 method="wB97M-V/def2-TZVPD" relative_energy_kcal_mol=8.2 multiplicity=6 charge=+2 orbital_gap_ev="8.616 / 8.664" e_tot_ev=-214445.6662
H -2.3294 1.6524 -2.8002
Dy 0.1311 1.2165 -1.0420
H -2.6125 2.3534 -1.3806
C -0.7803 -2.8231 1.0303
H 3.3627 1.1439 -2.9936
F 1.5688 2.8525 -0.6788
H -2.9411 0.7744 -1.5706
C -1.1980 -3.6875 0.0260
H 0.6548 2.6883 1.7927
Br -1.6084 -5.4407 0.4400
N 0.1533 0.7436 1.2968
C -0.4774 -1.5158 0.7063
C -1.3106 -3.2273 -1.2781
H 1.0315 2.2172 4.1852
C 0.1815 -0.8662 3.0480
H -1.6355 -3.8678 -2.0857
C 0.7374 1.4242 3.5133
C -0.0318 -0.5217 1.7315
C -0.9903 -1.9081 -1.5130
F 0.4398 4.8213 -1.0985
C 0.5701 0.1205 3.9495
H 3.3074 -0.6603 -3.1671
C 0.5221 1.6868 2.1790
N -0.5818 -1.0639 -0.5559
H -1.0601 -1.5090 -2.5185
Cl 2.7207 0.0510 -0.9902
H 0.0514 -1.8795 3.3950
Br 0.8638 -0.3118 5.7197
C 0.1433 3.6135 -0.9558
Cl 1.1770 0.3450 -3.4789
H -0.7075 -3.1822 2.0452
C 2.8376 0.2264 -2.7642
N -2.2603 1.4939 -1.7972
F 0.0707 3.0400 -2.3895

# 5
24
Properties=species:S:1:pos:R:3 method="wB97M-V/def2-TZVPD" relative_energy_kcal_mol=87.4 smiles="CC1=C2SC=CN2C([N+](=O)[O-])=C(Cl)CC1" orbital_gap_ev=6.649 e_tot_ev=-39906.1945
N -0.5439 -1.0079 -0.3764
C -0.6377 -2.3364 -0.6406
O -2.6400 -1.6978 1.0027
C 0.7674 -0.5932 0.0974
H 0.0340 2.2902 1.1587
Cl -2.7102 2.1797 0.4844
H 0.0344 1.3090 -1.6209
H 2.7792 0.1448 1.8276
S 1.7290 -2.0182 0.3826
H 3.2941 -0.0910 0.0704
C 0.6580 2.0264 0.2899
O -3.8473 -0.5158 -0.3218
C -0.3802 1.8776 -0.8463
N -2.7849 -0.8443 0.1519
H 0.5145 -4.0491 -0.1753
H -0.5812 2.7758 -1.3076
C -1.6692 -0.1960 -0.2549
H -1.4901 -2.8641 -1.0933
C -1.5222 1.1435 -0.2011
C 0.4925 -3.0054 -0.3506
H 3.1283 1.5628 0.5866
C 1.2997 0.6384 0.3645
H 1.3344 2.7328 0.0166
C 2.7416 0.5383 0.7555